1.
Entry from OMol25: C19H31N3O4 in the gas phase (ωB97M-V/def2-TZVPD).

Geometry as XYZ:
```
57
Properties=species:S:1:pos:R:3
C 2.818 2.308 -4.214
C 2.160 3.210 -3.493
C 0.740 3.602 -3.781
C 2.782 3.884 -2.300
C 2.192 3.383 -0.982
O 1.865 4.136 -0.081
N 2.082 2.038 -0.897
C 1.554 1.382 0.293
C 0.020 1.445 0.342
C -0.654 0.339 -0.467
C -0.159 0.205 -1.915
C 1.022 -0.790 -1.822
C 1.151 -1.074 -0.318
C 2.047 -0.068 0.430
C 3.519 -0.244 0.076
N -0.282 -0.996 0.066
C -0.616 -1.367 1.368
O 0.152 -1.334 2.306
C -2.093 -1.747 1.613
C -2.841 -0.481 2.069
C -2.740 -2.364 0.378
N -2.035 -2.710 2.711
C -3.137 -3.233 3.302
O -4.281 -3.133 2.913
O -2.784 -3.921 4.411
C -3.874 -4.542 5.094
H 3.851 2.058 -3.998
H 2.353 1.809 -5.056
H 0.691 4.656 -4.067
H 0.309 3.004 -4.582
H 0.119 3.495 -2.887
H 3.860 3.708 -2.277
H 2.613 4.960 -2.321
H 2.329 1.500 -1.711
H 1.940 1.959 1.135
H -0.304 1.362 1.383
H -0.307 2.425 -0.013
H -1.736 0.469 -0.438
H -0.955 -0.210 -2.533
H 0.122 1.167 -2.337
H 0.780 -1.713 -2.347
H 1.945 -0.413 -2.262
H 1.515 -2.083 -0.115
H 1.938 -0.310 1.485
H 3.724 -0.115 -0.988
H 4.132 0.479 0.616
H 3.856 -1.244 0.355
H -2.908 0.260 1.273
H -3.852 -0.761 2.361
H -2.333 -0.035 2.925
H -2.763 -1.645 -0.439
H -2.177 -3.237 0.048
H -3.758 -2.666 0.617
H -1.183 -2.703 3.252
H -3.435 -5.044 5.950
H -4.599 -3.798 5.419
H -4.373 -5.262 4.446
```

The highest occupied orbital energy is -9.32 eV. The value obtained for the energy above the lowest of the compared OMol25 structures with the same formula, charge and spin is 0.452 eV.

Taken from the Mulliken analysis, the atomic charges in e are:
1 C -1.074
2 C 1.054
3 C -1.344
4 C -1.016
5 C 0.595
6 O -0.666
7 N 0.374
8 C -0.915
9 C -1.340
10 C -0.103
11 C -0.306
12 C -1.314
13 C -0.166
14 C -0.053
15 C -1.716
16 N 0.270
17 C -0.243
18 O -0.689
19 C 1.644
20 C -1.830
21 C -1.710
22 N -0.169
23 C 0.610
24 O -0.612
25 O -0.409
26 C -0.644
27 H 0.299
28 H 0.309
29 H 0.356
30 H 0.347
31 H 0.258
32 H 0.329
33 H 0.321
34 H 0.019
35 H 0.793
36 H 0.350
37 H 0.668
38 H 0.688
39 H 0.562
40 H -0.318
41 H 0.402
42 H 0.314
43 H 0.762
44 H 0.557
45 H 0.245
46 H 0.431
47 H 0.481
48 H 0.318
49 H 0.554
50 H 0.399
51 H 0.339
52 H 0.388
53 H 0.510
54 H 0.283
55 H 0.223
56 H 0.289
57 H 0.291



2.
Entry from OMol25: 3 unconnected molecules or ions with the total composition C32H66F5IN3O5P (ωB97M-V/def2-TZVPD).

Geometry as XYZ:
```
113
Properties=species:S:1:pos:R:3
C 5.187 1.063 1.628
C 4.830 0.885 0.048
C 3.690 1.947 -0.426
I 4.665 3.124 -2.025
C 2.378 1.174 -0.999
C 1.468 2.332 -1.663
C 1.284 3.625 -0.747
C 1.707 0.500 0.289
O 0.377 -0.006 0.080
C -0.640 0.858 0.621
C -0.672 0.936 2.215
C -0.344 -0.436 2.960
C -1.623 -1.230 3.503
C -1.311 -2.805 3.292
C -2.982 -0.926 2.713
C -3.907 0.185 3.392
C -4.355 1.366 2.433
C -4.375 1.334 1.022
C -3.814 2.545 0.130
C -5.001 0.094 0.209
O 2.887 0.241 -1.966
C 1.843 -0.503 -2.620
C 2.052 -0.562 -4.210
C 0.701 -0.570 -5.061
C -0.459 -1.511 -4.495
C -0.287 -3.011 -5.029
F 1.022 -3.488 -4.923
F -0.649 -2.977 -6.408
C -1.324 -4.032 -4.341
F -0.625 -4.870 -3.466
F -1.937 -4.878 -5.286
F -2.324 -3.392 -3.618
P 1.941 -2.337 -2.019
N 0.406 -2.828 -1.296
O 3.113 -2.457 -0.742
H 6.312 0.973 1.742
H 4.784 2.026 2.066
H 4.736 0.167 2.185
H 4.480 -0.193 -0.054
H 5.803 1.096 -0.498
H 3.466 2.570 0.491
H 1.787 2.565 -2.735
H 0.423 1.861 -1.766
H 0.194 3.976 -0.811
H 1.408 3.279 0.340
H 1.983 4.475 -1.012
H 2.356 -0.406 0.567
H 1.816 1.233 1.147
H -0.595 1.933 0.238
H -1.641 0.446 0.237
H -1.639 1.435 2.552
H 0.162 1.669 2.514
H 0.276 -0.157 3.885
H 0.307 -1.152 2.363
H -1.783 -1.084 4.624
H -2.203 -3.442 3.614
H -1.159 -2.937 2.168
H -0.342 -3.099 3.804
H -2.745 -0.738 1.621
H -3.581 -1.906 2.736
H -4.807 -0.288 3.912
H -3.281 0.665 4.222
H -4.708 2.327 2.931
H -4.290 3.547 0.415
H -4.044 2.333 -0.974
H -2.685 2.663 0.231
H -5.787 -0.445 0.841
H -5.453 0.475 -0.766
H -4.161 -0.633 -0.083
H 0.783 -0.171 -2.391
H 2.757 -1.420 -4.437
H 2.612 0.397 -4.496
H 0.972 -0.993 -6.093
H 0.274 0.465 -5.266
H -0.621 -1.457 -3.377
H -1.436 -1.144 -4.972
H 0.585 -3.103 -0.312
H -0.247 -2.034 -1.248
H 3.455 -3.371 -0.837
C -4.619 2.764 7.244
O -5.062 1.810 6.293
C -5.838 0.750 6.839
C -7.330 1.092 7.038
C -7.595 1.966 8.260
N -7.896 1.746 5.852
H -4.392 2.307 8.211
H -5.363 3.554 7.362
H -3.708 3.226 6.858
H -5.777 -0.063 6.108
H -5.385 0.372 7.764
H -7.862 0.148 7.196
H -7.305 3.006 8.104
H -8.661 1.965 8.501
H -7.058 1.590 9.135
H -7.799 1.119 5.056
H -7.287 2.529 5.617
C 4.867 -2.407 -5.843
O 5.147 -1.471 -4.814
C 6.490 -1.482 -4.351
C 7.471 -0.662 -5.216
C 7.881 -1.360 -6.509
N 6.921 0.657 -5.542
H 5.439 -3.331 -5.725
H 5.060 -1.962 -6.821
H 3.804 -2.651 -5.798
H 6.457 -1.023 -3.358
H 6.844 -2.511 -4.208
H 8.382 -0.521 -4.625
H 7.093 -1.342 -7.265
H 8.752 -0.865 -6.946
H 8.152 -2.403 -6.324
H 6.735 1.150 -4.672
H 5.994 0.509 -5.939
```

The highest occupied orbital energy is -7.79 eV.

Atom charges from the Mulliken analysis, given in e for atoms 1 to 99:
1 C -1.119
2 C 0.026
3 C -0.735
4 I -0.003
5 C 0.153
6 C -0.667
7 C -1.059
8 C -1.202
9 O 0.207
10 C 0.833
11 C -0.517
12 C -0.704
13 C 0.330
14 C -1.473
15 C -0.102
16 C -0.395
17 C -0.916
18 C 0.997
19 C -1.095
20 C -1.105
21 O 0.072
22 C 0.067
23 C 0.599
24 C -0.928
25 C -0.463
26 C 0.545
27 F -0.196
28 F -0.335
29 C 0.611
30 F -0.234
31 F -0.264
32 F -0.245
33 P -0.061
34 N -0.440
35 O -0.368
36 H 0.336
37 H 0.270
38 H 0.261
39 H -0.012
40 H 0.478
41 H 0.467
42 H 0.558
43 H 0.165
44 H 0.345
45 H 0.186
46 H 0.297
47 H 0.310
48 H 0.190
49 H -0.475
50 H -0.354
51 H 0.169
52 H 0.512
53 H 0.194
54 H 0.192
55 H 0.375
56 H 0.400
57 H 0.260
58 H 0.356
59 H -0.419
60 H 0.575
61 H 0.197
62 H 0.241
63 H 0.302
64 H 0.379
65 H 0.325
66 H 0.113
67 H 0.270
68 H 0.412
69 H 0.154
70 H 0.027
71 H -0.529
72 H 0.313
73 H 0.385
74 H 0.379
75 H 0.126
76 H 0.528
77 H 0.307
78 H 0.164
79 H 0.370
80 C -0.812
81 O -0.216
82 C -0.660
83 C 0.353
84 C -1.428
85 N -0.749
86 H 0.363
87 H 0.247
88 H 0.244
89 H 0.265
90 H 0.423
91 H 0.405
92 H 0.284
93 H 0.365
94 H 0.340
95 H 0.271
96 H 0.330
97 C -0.591
98 O -0.012
99 C -0.822



3.
Entry from OMol25: 11 unconnected molecules or ions with the total composition C29H47F24N3O17S (ωB97M-V/def2-TZVPD).

Geometry as XYZ:
```
121
Properties=species:S:1:pos:R:3
N 4.692 -0.119 0.799
H 3.759 -0.057 1.182
H 5.489 -0.159 1.417
H 4.778 0.547 0.045
H 4.763 -1.020 0.350
N 2.526 1.710 -2.793
H 2.486 2.658 -3.140
H 3.457 1.453 -2.496
H 2.182 1.167 -3.572
H 1.896 1.512 -2.028
N 2.535 -3.824 -0.070
H 1.852 -3.080 -0.045
H 3.432 -3.506 -0.408
H 2.223 -4.565 -0.681
H 2.632 -4.087 0.900
C -0.653 0.106 1.203
F -0.492 1.123 2.053
F -1.049 -0.925 1.938
F -1.503 0.311 0.171
S 1.035 -0.291 0.426
O 0.976 -1.703 0.108
O 1.217 0.553 -0.764
O 2.073 -0.072 1.462
C -4.029 -2.013 -0.921
C -2.810 -2.901 -0.705
O -3.069 -4.112 -0.057
C -2.100 -4.980 0.130
O -0.911 -4.711 -0.079
C -2.576 -6.334 0.742
F -2.343 -7.357 -0.187
F -2.014 -6.614 1.917
F -3.907 -6.366 0.958
H -4.611 -1.862 -0.012
H -4.708 -2.390 -1.686
H -3.789 -1.004 -1.254
H -2.009 -2.335 -0.229
H -2.453 -2.975 -1.732
C -5.103 1.274 -0.418
C -5.959 0.667 -1.552
O -7.281 1.073 -1.289
C -8.282 0.104 -1.171
O -8.114 -1.125 -0.990
C -9.709 0.718 -1.233
F -10.258 0.886 0.011
F -9.599 1.938 -1.737
F -10.506 -0.071 -1.987
H -5.418 0.853 0.537
H -5.179 2.361 -0.413
H -4.056 1.032 -0.600
H -5.828 -0.414 -1.581
H -5.708 1.027 -2.550
C 3.068 -1.924 4.269
C 1.729 -2.533 3.772
O 1.430 -3.798 4.297
C 1.878 -4.900 3.704
O 2.361 -4.915 2.553
C 1.531 -6.245 4.318
F 0.699 -6.130 5.349
F 0.970 -7.034 3.450
F 2.657 -6.850 4.785
H 3.901 -2.625 4.224
H 2.896 -1.813 5.339
H 3.256 -0.953 3.810
H 1.781 -2.618 2.686
H 0.816 -2.029 4.090
C 3.078 -1.700 -6.136
C 1.650 -1.560 -6.450
O 0.964 -1.926 -5.262
C 0.518 -0.915 -4.400
O 0.852 0.294 -4.447
C -0.422 -1.499 -3.333
F 0.325 -2.346 -2.629
F -0.957 -0.513 -2.620
F -1.346 -2.213 -3.954
H 3.438 -0.853 -5.552
H 3.636 -1.656 -7.071
H 3.378 -2.618 -5.631
H 1.464 -2.315 -7.213
H 1.162 -0.612 -6.679
C 2.650 3.413 1.731
C 2.803 3.554 0.208
O 2.196 4.794 -0.162
C 2.276 5.247 -1.450
O 2.866 4.611 -2.315
C 1.436 6.547 -1.688
F 2.072 7.610 -1.278
F 1.221 6.783 -3.002
F 0.268 6.500 -1.089
H 2.838 4.313 2.317
H 3.433 2.703 1.995
H 1.628 3.168 2.022
H 2.458 2.695 -0.368
H 3.847 3.655 -0.086
C -2.020 3.752 -0.082
C -0.995 3.417 -1.201
O -1.727 2.978 -2.354
C -0.973 2.941 -3.404
O 0.250 3.142 -3.457
C -1.817 2.661 -4.689
F -1.872 1.353 -4.945
F -3.027 3.221 -4.573
F -1.215 3.272 -5.808
H -1.487 4.204 0.755
H -2.553 2.855 0.231
H -2.766 4.419 -0.514
H -0.308 2.634 -0.881
H -0.438 4.350 -1.277
C 0.463 0.889 5.119
C 1.204 2.270 5.236
O 2.542 2.176 4.797
C 3.440 1.592 5.522
O 3.302 1.029 6.606
C 4.847 1.623 4.862
F 5.263 2.914 4.796
F 5.759 0.879 5.568
F 4.721 1.100 3.652
H 0.656 0.229 5.966
H 0.875 0.503 4.187
H -0.618 0.944 4.990
H 1.156 2.772 6.202
H 0.655 2.988 4.627
```

Its net charge is +2. The highest occupied orbital energy is -14.24 eV.

Atom charges from the Mulliken analysis, given in e for atoms 1 to 99:
1 N 0.012
2 H -0.018
3 H 0.411
4 H 0.335
5 H 0.363
6 N 0.136
7 H 0.423
8 H 0.416
9 H 0.276
10 H -0.081
11 N 0.018
12 H 0.213
13 H 0.389
14 H 0.424
15 H 0.404
16 C 0.165
17 F -0.051
18 F -0.150
19 F 0.073
20 S -0.342
21 O -0.470
22 O 0.058
23 O -0.411
24 C -1.083
25 C 0.123
26 O -0.244
27 C 0.485
28 O -0.603
29 C 0.786
30 F -0.254
31 F -0.209
32 F -0.231
33 H 0.506
34 H 0.567
35 H -0.089
36 H -0.007
37 H 0.099
38 C -0.569
39 C -0.053
40 O -0.248
41 C 0.369
42 O -0.538
43 C 0.810
44 F -0.239
45 F -0.229
46 F -0.216
47 H 0.308
48 H 0.509
49 H -0.197
50 H 0.092
51 H 0.315
52 C -0.865
53 C 0.686
54 O -0.386
55 C 0.408
56 O -0.763
57 C 0.802
58 F -0.244
59 F -0.211
60 F -0.251
61 H 0.430
62 H 0.439
63 H -0.182
64 H -0.331
65 H 0.175
66 C -1.095
67 C -0.131
68 O -0.308
69 C -0.415
70 O -0.679
71 C 1.175
72 F -0.186
73 F 0.174
74 F -0.273
75 H 0.233
76 H 0.406
77 H 0.323
78 H 0.302
79 H 0.304
80 C -0.864
81 C 0.560
82 O -0.307
83 C 0.492
84 O -0.635
85 C 0.848
86 F -0.245
87 F -0.251
88 F -0.221
89 H 0.583
90 H -0.004
91 H 0.139
92 H -0.633
93 H 0.570
94 C -1.545
95 C 1.233
96 O -0.090
97 C 0.555
98 O -0.496
99 C 0.574



no.,M (g/mol),electronic energy (Ha),orbital gap (eV)
1,365.474,-1207.87607,9.9
2,825.764,-2937.46244,8.2
3,1197.718,-5371.06739,7.5